Density functional theory data (wB97M-V/def2-TZVPD) for a structure of composition C23H41AsMoN2O5S2Si2 at a distorted geometry.

Summary:
Frontier orbital gap (spin up / spin down)   6.912 / 6.997 eV
HOMO level (spin up / spin down)   -13.847 / -13.921 eV
Total charge   +2
LUMO level (spin up / spin down)   -6.93 / -6.92 eV

Each line ends with the Löwdin charge.
CARTESIAN COORDINATES (ANGSTROEM)
Mo 0.018 -0.500 -0.817  1.130
C -0.355 0.437 -2.946  -0.268
C 0.677 -0.535 -3.050  -0.278
C 0.147 -1.818 -2.672  -0.315
C -1.235 -1.615 -2.351  -0.346
C -1.533 -0.212 -2.496  -0.308
C -2.888 0.412 -2.396  -0.008
C -2.233 -2.727 -2.212  -0.029
C 0.778 -3.146 -2.951  -0.008
C 2.006 -0.323 -3.699  0.005
C -0.255 1.889 -3.295  0.007
H -2.822 1.468 -2.138  0.087
H -3.506 -0.088 -1.652  0.070
H -3.391 0.341 -3.364  0.111
H -2.292 -3.281 -3.150  0.109
H -3.227 -2.346 -1.983  0.077
H -1.942 -3.427 -1.429  0.054
H 0.517 -3.471 -3.960  0.109
H 0.425 -3.907 -2.255  0.085
H 1.864 -3.099 -2.889  0.077
H 1.876 -0.408 -4.780  0.119
H 2.728 -1.078 -3.391  0.085
H 2.430 0.659 -3.495  0.084
H -0.808 2.077 -4.217  0.110
H 0.777 2.193 -3.457  0.085
H -0.690 2.518 -2.517  0.091
C -1.509 4.061 3.306  -0.138
Si -1.984 2.262 3.260  0.526
C -3.260 1.942 1.919  -0.162
C -2.277 1.360 4.869  -0.133
As -1.538 -1.267 0.801  0.730
Si -2.532 -3.321 1.892  0.450
C -4.217 -3.207 1.040  -0.207
C -1.399 -4.723 1.370  -0.201
C -2.523 -2.919 3.724  -0.200
H -2.279 4.642 3.818  0.052
H -1.408 4.464 2.298  0.047
H -0.569 4.223 3.835  0.049
H -4.100 2.632 2.033  0.050
H -3.668 0.932 1.943  0.012
H -2.823 2.119 0.933  0.028
H -3.023 1.878 5.477  0.051
H -1.357 1.314 5.453  0.049
H -2.631 0.341 4.709  0.025
H -4.190 -2.390 0.316  -0.007
H -5.018 -3.001 1.750  0.043
H -4.479 -4.123 0.511  0.045
H -1.049 -4.587 0.346  0.008
H -1.900 -5.691 1.429  0.050
H -0.526 -4.758 2.024  0.042
H -3.341 -2.250 3.991  0.035
H -1.578 -2.453 4.012  0.027
H -2.630 -3.831 4.315  0.050
O 3.663 5.260 0.476  -0.030
C 4.861 4.575 0.181  -0.225
N 4.524 3.171 0.180  0.112
C 4.725 2.363 -0.883  -0.457
O 5.324 2.648 -1.896  0.115
C 4.111 0.990 -0.724  -0.084
C 4.902 -0.137 -0.550  0.060
C 4.290 -1.380 -0.455  0.006
C 2.915 -1.451 -0.544  -0.138
N 2.146 -0.365 -0.725  -0.147
C 2.743 0.831 -0.827  -0.082
H 3.834 6.207 0.489  0.099
H 5.624 4.772 0.939  0.136
H 5.253 4.820 -0.807  0.133
H 3.955 2.859 0.953  0.139
H 5.979 -0.036 -0.504  0.146
H 4.869 -2.280 -0.312  0.128
H 2.391 -2.395 -0.476  0.111
H 2.104 1.691 -0.990  0.135
O -0.507 1.413 2.753  -0.363
S 0.555 1.030 1.767  0.282
O 1.857 1.444 2.149  -0.248
O 0.133 1.369 0.397  -0.492
S 0.491 -1.062 1.597  0.408

Forces on the atoms, in the same order (eV/Å):
0.486 0.587 -0.291
0.018 0.017 0.178
-0.311 -0.317 -0.467
-0.164 0.178 -0.132
0.035 0.012 -0.206
-0.147 -0.284 -0.181
0.119 0.071 0.095
0.066 0.095 0.234
0.028 0.063 0.246
0.083 0.015 0.235
0.016 -0.043 0.114
-0.020 -0.013 0.030
-0.048 0.029 -0.019
-0.010 -0.014 0.001
-0.033 0.021 -0.027
-0.005 -0.011 -0.007
-0.031 -0.073 -0.073
0.024 -0.004 -0.008
0.021 -0.020 -0.009
0.001 -0.038 -0.006
-0.007 -0.010 -0.008
0.016 0.019 -0.027
-0.027 0.009 -0.027
0.017 0.013 -0.009
-0.005 0.033 0.008
0.017 0.027 -0.018
0.060 -0.337 0.141
-0.532 0.151 -0.091
0.306 0.006 0.270
0.056 0.371 -0.208
-1.565 -0.898 0.596
-0.128 0.009 -0.207
0.434 -0.088 0.174
-0.112 0.318 0.135
0.116 0.059 -0.413
-0.032 -0.033 -0.003
-0.011 -0.050 -0.025
-0.016 -0.016 0.027
0.054 0.042 0.054
0.040 -0.051 0.029
0.003 0.012 0.000
-0.017 0.003 -0.033
0.003 0.036 0.001
0.000 -0.007 -0.095
-0.188 -0.045 -0.048
0.070 0.057 0.068
0.097 -0.020 -0.030
-0.041 -0.036 -0.012
-0.080 0.028 0.052
-0.001 0.001 -0.003
0.003 0.023 -0.046
-0.009 -0.033 0.044
-0.013 -0.063 -0.074
-0.092 -0.026 -0.051
0.110 0.008 -0.053
-0.060 0.203 0.030
-0.188 -0.027 0.059
0.024 -0.037 0.018
0.101 -0.073 -0.057
-0.026 0.025 -0.059
-0.014 0.098 0.004
0.032 -0.079 -0.033
0.781 0.071 -0.174
0.117 0.092 0.049
0.028 0.019 0.029
-0.028 0.010 0.001
0.023 -0.026 0.010
0.058 -0.133 -0.003
-0.002 -0.030 0.026
-0.019 -0.016 -0.009
0.024 -0.006 0.016
-0.021 -0.002 0.039
0.494 -0.195 -0.273
-0.127 0.328 0.378
-0.012 -0.005 0.113
-0.183 0.365 -0.361
0.344 -0.365 0.370



Density functional theory data (wB97M-V/def2-TZVPD) for a structure of composition C23H41AuGeN2SeSi2Te.

Summary:
Frontier orbital gap (spin up / spin down)   4.728 / 4.731 eV
ΔE to the lowest compared entry with this formula, charge and spin   8.7 kcal/mol
HOMO level (spin up / spin down)   -6.028 / -6.030 eV
LUMO level (spin up / spin down)   -1.30 / -1.30 eV

Each line ends with the Löwdin charge.
CARTESIAN COORDINATES (ANGSTROEM)
Au -0.198 -0.955 -0.507  0.335
C 2.404 -3.089 -2.694  -0.169
Si 2.837 -1.305 -2.336  0.426
C 4.679 -1.074 -2.615  -0.190
C 1.894 -0.111 -3.404  -0.181
N 2.272 -1.081 -0.669  -0.013
C 2.807 -0.819 0.455  -0.269
C 4.233 -0.547 0.681  -0.016
C 4.708 -0.236 1.895  -0.063
C 3.830 -0.139 3.047  -0.060
C 2.514 -0.377 2.949  -0.033
C 1.898 -0.759 1.678  -0.279
N 0.651 -1.011 1.524  -0.080
Si -0.620 -1.030 2.805  0.432
C -0.072 -2.143 4.214  -0.169
C -2.145 -1.792 2.057  -0.192
C -0.921 0.735 3.324  -0.163
H 2.542 -3.304 -3.755  0.034
H 1.364 -3.291 -2.433  0.002
H 3.028 -3.780 -2.130  0.032
H 4.866 -1.306 -3.666  0.033
H 5.297 -1.746 -2.022  0.027
H 5.012 -0.050 -2.449  0.034
H 2.313 -0.111 -4.411  0.035
H 1.930 0.904 -3.007  0.007
H 0.836 -0.367 -3.470  -0.007
H 4.890 -0.587 -0.175  0.077
H 5.760 -0.026 2.032  0.106
H 4.260 0.149 3.997  0.107
H 1.877 -0.272 3.815  0.078
H 0.217 -3.126 3.843  0.037
H -0.938 -2.284 4.865  0.033
H 0.740 -1.768 4.831  0.019
H -1.940 -2.791 1.672  0.035
H -2.518 -1.182 1.236  -0.023
H -2.926 -1.869 2.815  0.040
H -0.095 1.170 3.885  0.029
H -1.817 0.791 3.946  0.037
H -1.084 1.341 2.430  -0.014
C -6.530 -0.512 -1.032  -0.224
Ge -4.692 0.173 -1.057  0.744
C -4.305 0.970 0.678  -0.223
C -4.461 1.433 -2.527  -0.221
C -3.620 -1.453 -1.472  -0.574
Se -1.885 -1.115 -2.280  0.776
C -1.629 -2.887 -3.046  -0.376
H -7.236 0.305 -0.884  0.019
H -6.670 -1.229 -0.224  0.019
H -6.776 -1.003 -1.974  0.016
H -4.892 1.885 0.769  0.025
H -3.254 1.236 0.769  -0.034
H -4.594 0.297 1.487  0.019
H -4.976 2.366 -2.302  0.023
H -4.875 1.022 -3.447  0.023
H -3.408 1.665 -2.678  -0.011
H -4.187 -1.979 -2.245  0.018
H -3.507 -2.117 -0.618  0.011
H -2.449 -3.083 -3.735  0.026
H -1.596 -3.634 -2.258  0.031
H -0.688 -2.876 -3.592  0.009
Te -0.410 1.924 -0.756  0.748
C 0.967 3.280 0.101  -0.677
C 0.941 3.587 1.461  -0.168
C 1.837 4.495 2.006  -0.105
C 2.781 5.116 1.203  -0.111
C 2.817 4.819 -0.151  -0.107
C 1.923 3.910 -0.695  -0.177
H 0.204 3.112 2.097  0.063
H 1.795 4.720 3.066  0.097
H 3.480 5.825 1.627  0.094
H 3.549 5.299 -0.791  0.097
H 1.961 3.685 -1.754  0.078

Forces on the atoms, in the same order (eV/Å):
0.066 0.560 -0.038
-0.023 0.138 -0.109
-0.037 -0.028 0.532
-0.156 -0.001 -0.160
-0.005 -0.073 -0.010
0.084 0.062 -0.233
-0.039 -0.008 0.299
-0.182 -0.017 -0.026
-0.160 0.010 -0.001
0.051 -0.027 -0.089
-0.104 0.008 -0.178
0.392 0.107 -0.106
-0.282 -0.240 0.304
0.475 0.072 -0.206
-0.197 0.050 -0.027
0.052 0.065 0.052
-0.162 -0.141 0.020
-0.003 -0.053 -0.070
-0.040 0.010 0.017
0.073 -0.017 0.070
0.068 0.001 -0.052
0.018 -0.080 0.063
-0.007 0.083 0.037
0.007 0.011 -0.087
0.061 0.023 0.042
-0.008 -0.034 -0.006
0.020 -0.007 -0.003
0.043 -0.007 -0.014
-0.013 0.003 0.032
0.006 0.008 -0.013
0.013 -0.057 -0.064
-0.010 -0.049 0.062
0.037 0.075 -0.001
0.043 -0.062 -0.009
-0.032 0.072 -0.032
-0.076 -0.009 0.051
0.093 -0.012 0.023
-0.033 0.041 0.038
-0.037 -0.028 -0.039
0.031 0.067 -0.025
-0.093 -0.089 -0.010
-0.011 -0.051 -0.036
-0.010 -0.011 0.081
-0.075 0.012 -0.042
0.094 -0.305 0.036
-0.100 0.002 -0.096
-0.019 0.023 0.013
0.016 -0.024 0.025
0.002 -0.009 -0.025
-0.013 0.016 0.008
0.097 0.001 0.017
0.051 0.006 -0.019
-0.039 0.007 0.010
0.034 -0.004 -0.027
0.060 0.016 -0.023
-0.005 0.000 0.025
0.033 0.017 0.014
0.046 -0.017 0.023
-0.003 0.033 -0.009
0.003 0.003 0.027
-0.282 0.090 -0.158
0.146 -0.218 0.125
-0.083 -0.075 0.045
0.026 0.016 0.068
0.002 -0.003 0.045
0.068 0.046 -0.052
-0.010 -0.066 -0.080
0.041 0.055 -0.016
-0.006 -0.003 -0.007
0.006 0.013 0.000
-0.007 -0.003 -0.005
0.001 0.006 -0.002



Density functional theory data (wB97M-V/def2-TZVPD) for a cluster of 3 separate species, C23H41BClN2O8PS in total at a distorted geometry.

Summary:
Frontier orbital gap   8.704 eV
HOMO level   -8.419 eV
LUMO level   0.28 eV
SMILES   C#CCCC[C@@]1(B(N)O)C[C@@H](N)[C@@](C[C@H](C)OCc2ccccc2)(P(O)Cl)S(=O)(=O)O1.CCO.CCO

Each line ends with the Löwdin charge.
CARTESIAN COORDINATES (ANGSTROEM)
C 1.209 -3.392 2.638  0.108
C 0.130 -3.427 2.116  -0.153
C -1.210 -3.476 1.548  -0.189
C -1.562 -2.270 0.629  -0.156
C -2.800 -1.495 1.108  -0.093
C -2.612 -0.106 1.774  -0.311
B -3.778 -0.051 2.888  -0.589
N -3.595 -0.713 4.147  0.213
O -4.962 0.615 2.618  0.154
C -1.259 0.154 2.471  -0.061
C -0.127 0.937 1.761  -0.327
N 0.985 0.076 1.296  0.047
C -0.536 1.913 0.618  -0.533
C 0.194 3.263 0.752  -0.176
C 1.709 3.248 0.571  -0.396
C 2.350 4.312 1.477  -0.022
O 2.027 3.571 -0.777  -0.137
C 3.256 3.008 -1.228  -0.143
C 3.032 1.662 -1.859  -0.262
C 2.341 1.644 -3.061  -0.138
C 2.050 0.445 -3.666  -0.108
C 2.447 -0.742 -3.069  -0.096
C 3.142 -0.726 -1.889  -0.084
C 3.432 0.484 -1.282  -0.059
P -0.126 1.189 -1.104  0.734
O -1.330 0.113 -1.369  -0.333
Cl -0.704 2.728 -2.370  0.362
S -2.280 2.309 0.882  0.612
O -2.818 3.088 -0.187  -0.278
O -2.432 2.820 2.215  -0.223
O -2.957 0.891 0.752  -0.204
H 2.177 -3.242 3.046  0.026
H -1.938 -3.575 2.351  0.096
H -1.280 -4.398 0.972  0.115
H -1.804 -2.693 -0.342  0.111
H -0.705 -1.637 0.459  0.079
H -3.371 -2.129 1.785  0.092
H -3.455 -1.327 0.256  0.129
H -4.453 -1.081 4.539  0.087
H -2.909 -1.457 4.100  0.080
H -5.698 -0.007 2.564  0.107
H -0.851 -0.807 2.779  0.118
H -1.465 0.684 3.394  0.114
H 0.287 1.591 2.528  0.139
H 1.854 0.393 1.705  0.075
H 0.870 -0.872 1.635  0.035
H -0.241 4.002 0.085  0.111
H -0.007 3.594 1.769  0.113
H 2.154 2.288 0.838  0.121
H 2.132 5.293 1.061  0.093
H 3.429 4.188 1.523  0.074
H 1.949 4.287 2.488  0.080
H 3.658 3.696 -1.965  0.135
H 3.961 2.924 -0.398  0.123
H 2.011 2.570 -3.506  0.107
H 1.488 0.420 -4.588  0.109
H 2.192 -1.675 -3.551  0.103
H 3.437 -1.658 -1.431  0.104
H 3.965 0.498 -0.340  0.114
H -2.175 0.565 -1.514  0.049
C -5.687 -5.209 1.168  -0.085
C -5.262 -4.648 2.511  -0.314
O -5.796 -3.344 2.742  -0.090
H -5.373 -4.544 0.362  0.074
H -5.251 -6.194 1.000  0.076
H -6.774 -5.302 1.115  0.074
H -4.178 -4.541 2.555  0.093
H -5.567 -5.318 3.321  0.112
H -6.756 -3.410 2.724  0.083
C 5.599 1.280 -6.451  -0.092
C 6.278 0.852 -5.163  -0.324
O 5.744 1.522 -4.031  -0.085
H 5.696 2.357 -6.591  0.074
H 6.035 0.773 -7.314  0.071
H 4.532 1.044 -6.418  0.068
H 7.338 1.101 -5.189  0.109
H 6.186 -0.232 -5.030  0.108
H 4.807 1.307 -3.952  0.048

Forces on the atoms, in the same order (eV/Å):
0.024 0.343 -0.184
-0.001 0.018 0.346
0.176 0.077 -0.358
-0.474 -0.570 0.155
0.376 0.448 -0.352
-0.617 -0.156 0.819
-0.171 0.297 0.388
-0.080 -0.576 -1.084
0.074 -0.515 -0.436
0.117 0.033 -0.306
0.635 -0.107 -0.118
-0.261 -0.211 0.274
-0.940 0.344 -0.527
0.063 -0.197 0.376
0.299 0.738 0.402
-0.167 -0.071 -0.186
-0.008 -0.291 -0.067
-0.073 -0.130 0.230
0.049 0.792 -0.122
0.140 0.039 -0.367
-0.135 -0.111 -0.237
-0.345 -0.215 -0.611
0.142 -0.229 0.406
0.236 -0.263 0.385
0.359 -0.476 0.206
-0.039 0.379 -0.175
-0.249 0.000 0.087
-0.163 0.552 -0.110
0.107 -0.263 -0.151
0.176 -0.374 0.142
0.574 0.045 -0.062
0.103 -0.181 0.097
-0.027 0.049 0.154
-0.059 -0.106 -0.048
0.049 0.070 -0.178
0.160 0.202 0.034
-0.062 -0.117 0.072
-0.124 0.093 -0.034
0.076 0.205 0.312
0.108 0.114 0.407
-0.111 0.295 0.260
0.046 -0.167 -0.017
-0.016 0.126 0.047
-0.126 0.094 0.159
0.058 0.049 -0.169
-0.053 -0.110 -0.037
0.030 0.075 -0.174
-0.086 0.133 0.087
-0.185 -0.260 -0.129
-0.021 0.121 -0.033
0.120 0.041 -0.016
0.055 -0.147 0.116
0.088 0.132 -0.039
0.138 0.076 0.021
0.006 0.109 -0.010
-0.033 0.026 -0.104
0.041 -0.139 0.028
0.081 -0.053 0.095
0.078 0.033 0.057
-0.121 -0.198 0.193
0.008 0.100 -0.025
-0.172 -0.009 -0.034
0.091 0.082 0.010
0.031 -0.010 -0.001
-0.009 -0.012 0.012
0.001 -0.054 0.017
0.005 0.028 0.038
0.073 -0.037 0.002
0.008 0.003 -0.006
-0.009 0.064 0.029
-0.254 -0.059 -0.007
0.090 0.111 0.065
0.029 -0.001 -0.010
-0.007 -0.013 0.002
0.006 -0.046 -0.016
0.020 -0.003 0.034
0.079 -0.016 -0.042
-0.029 -0.045 0.016



E_tot (computed, eV): -137844.376; -176101.355; -77199.623